Record 1
8
Properties=species:S:1:pos:R:3 method="wB97M-V/def2-TZVPD" lumo_ha="0.15565 / 0.15563" total_charge=-1 spin_multiplicity=1 smiles=CN([O-])S homo_ev="-2.03 / -2.03" e_above_lowest_kj_mol=415.5
H 1.57 -0.50 0.78
H 0.31 -1.02 -0.58
N -0.25 0.46 0.79
H -1.32 -0.01 -1.21
O -0.96 -0.36 1.48
S -1.51 1.22 -0.66
H 1.33 0.51 -0.63
C 0.84 -0.31 0.03

---

Record 2
7
Properties=species:S:1:pos:R:3 method="wB97M-V/def2-TZVPD" lumo_ha="-0.04089 / -0.01302" total_charge=0 spin_multiplicity=1 homo_ev="-8.46 / -9.48" e_above_lowest_kj_mol=398.1
H 1.48 -2.67 0.34
N 0.18 -1.21 -0.84
C -0.56 1.38 -0.01
H 0.18 1.82 -0.56
H -0.64 1.43 1.16
H -1.24 0.86 -0.64
P 0.61 -1.61 0.54

---

Record 3
7
Properties=species:S:1:pos:R:3 method="wB97M-V/def2-TZVPD" lumo_ha=0.00124 total_charge=0 spin_multiplicity=1 smiles="[H]/N=P/C" homo_ev=-8.57 e_above_lowest_kj_mol=45.0
N -1.51 0.83 0.01
P -1.02 -0.62 0.09
H 1.43 0.67 0.16
H -2.49 1.13 -0.25
H 1.30 -0.80 0.90
C 1.04 -0.35 0.02
H 1.26 -0.87 -0.93

---

Record 4
7
Properties=species:S:1:pos:R:3 method="wB97M-V/def2-TZVPD" lumo_ha=0.16282 total_charge=-1 spin_multiplicity=1 homo_ev=-2.64 e_above_lowest_kj_mol=78.8
N -1.01 1.56 0.44
S 1.79 -2.04 -0.44
H 0.91 0.81 0.70
C -0.11 0.64 0.37
H -0.43 -0.24 -0.15
H -1.60 1.47 -0.38
H 0.45 -2.20 -0.55

---

Record 5
7
Properties=species:S:1:pos:R:3 method="wB97M-V/def2-TZVPD" lumo_ha=0.15418 total_charge=-1 spin_multiplicity=1 homo_ev=-2.60 e_above_lowest_kj_mol=72.5
S -0.99 -0.81 -1.68
H 2.00 0.87 2.83
H -0.24 0.70 0.92
C 0.62 0.54 1.44
H 1.07 -0.34 1.05
N 1.28 1.31 2.23
H 0.31 -0.70 -2.17

---

Record 6
8
Properties=species:S:1:pos:R:3 method="wB97M-V/def2-TZVPD" lumo_ha="-0.04139 / -0.04215" total_charge=0 spin_multiplicity=2 homo_ev="-6.50 / -6.50" s2=0.75 e_above_lowest_kj_mol=184.3
H -0.83 1.42 -0.45
O -0.38 -0.60 -0.25
H -2.20 0.27 -0.26
H 2.82 -0.96 -2.37
H -1.18 0.68 1.16
O 0.95 -0.33 0.08
Na 2.01 -0.99 2.04
C -1.18 0.51 0.07

---

Record 7
7
Properties=species:S:1:pos:R:3 method="wB97M-V/def2-TZVPD" lumo_ha="0.01267 / 0.01269" total_charge=0 spin_multiplicity=1 homo_ev="-8.42 / -8.42" e_above_lowest_kj_mol=293.3
H 1.44 0.06 -0.91
C -0.18 -0.29 0.10
H -1.53 0.95 -0.37
O 0.48 -0.06 -1.07
H 0.00 -1.34 0.40
H 1.14 0.27 1.47
O -1.35 0.40 0.39

---

Record 8
8
Properties=species:S:1:pos:R:3 method="wB97M-V/def2-TZVPD" lumo_ha="0.17091 / 0.17091" total_charge=-1 spin_multiplicity=1 homo_ev="-3.17 / -3.16" e_above_lowest_kj_mol=149.3
H 1.19 1.48 0.39
O -2.54 -0.84 -0.32
H -1.62 -0.60 -0.55
C 2.00 0.92 -0.10
O 0.61 -1.28 0.07
P 1.94 -0.74 -0.40
H -2.38 -1.57 0.28
H 2.87 1.50 -0.37

---

Record 9
8
Properties=species:S:1:pos:R:3 method="wB97M-V/def2-TZVPD" lumo_ha=0.17346 total_charge=-1 spin_multiplicity=1 homo_ev=-3.16 e_above_lowest_kj_mol=188.9
O -0.35 -2.36 -0.40
H 0.51 -2.53 -0.71
H 0.10 0.30 -0.58
C 0.33 0.58 0.42
O 1.31 -1.55 1.96
H 1.33 0.81 0.34
H -0.25 1.57 0.73
P 0.01 -1.08 1.39

---

Record 10
9
Properties=species:S:1:pos:R:3 method="wB97M-V/def2-TZVPD" lumo_ha="0.12267 / 0.12623" total_charge=-1 spin_multiplicity=1 homo_ev="-4.31 / -3.37" e_above_lowest_kj_mol=377.5
S 1.47 1.12 -2.97
H 0.80 0.53 0.62
O -1.25 -0.15 -3.39
H -0.49 1.63 0.60
O 0.45 -1.70 -2.41
H 1.23 -1.77 -1.88
C -0.18 0.61 0.58
P -0.10 0.03 -2.46
H -0.91 -0.09 0.96

---

Record 11
9
Properties=species:S:1:pos:R:3 method="wB97M-V/def2-TZVPD" lumo_ha=0.11219 total_charge=-1 spin_multiplicity=1 homo_ev=-4.08 e_above_lowest_kj_mol=275.9
H -1.53 0.20 -0.42
H -1.25 -1.28 0.57
C -0.91 -0.30 0.40
O 1.38 -1.86 0.27
P 1.01 -0.48 -0.19
O 1.09 -0.28 -1.63
H -1.06 0.42 1.32
S 3.59 0.70 0.37
H 4.02 -0.03 -0.70

---

Record 12
8
Properties=species:S:1:pos:R:3 method="wB97M-V/def2-TZVPD" lumo_ha="-0.05490 / -0.04340" total_charge=0 spin_multiplicity=1 homo_ev="-10.42 / -9.79" e_above_lowest_kj_mol=391.4
H -0.89 -0.50 1.46
C -0.77 0.14 0.55
H 0.97 -2.11 -0.89
O 0.42 0.61 -1.75
S 0.77 0.07 -0.48
O 1.93 0.58 0.24
H -1.75 0.01 0.03
H -0.67 1.18 0.86

---

Record 13
8
Properties=species:S:1:pos:R:3 method="wB97M-V/def2-TZVPD" lumo_ha="0.16106 / 0.15672" total_charge=-1 spin_multiplicity=2 homo_ev="1.55 / -3.77" s2=0.75
H -0.23 -2.39 -0.18
H 0.65 2.07 0.01
O -0.87 -0.56 -0.95
O 1.02 -0.78 0.43
C 0.02 -1.26 -0.16
O -0.10 1.57 0.43
H -0.76 0.41 -0.62
H 0.29 0.93 1.04

---

Record 14
8
Properties=species:S:1:pos:R:3 method="wB97M-V/def2-TZVPD" lumo_ha=0.01439 total_charge=0 spin_multiplicity=1 smiles="O=CO.O" homo_ev=-11.25 e_above_lowest_kj_mol=104.1
O 0.35 1.01 -2.23
O -1.01 0.52 2.01
O 0.03 -0.45 0.14
H 0.13 -1.02 2.25
H 0.67 -1.15 0.03
C -0.23 -0.31 1.58
H 0.36 1.04 -1.34
H -0.31 0.35 -2.42

---

Record 15
10
Properties=species:S:1:pos:R:3 method="wB97M-V/def2-TZVPD" lumo_ha=0.14899 total_charge=-1 spin_multiplicity=1 smiles="O=C[PH]([O-])(O)O" homo_ev=-4.43 e_above_lowest_kj_mol=126.7
H -1.91 0.12 -0.58
O -1.43 0.86 -0.22
P -0.02 0.04 0.62
H 0.45 1.33 0.68
C -0.24 -0.82 -1.06
O -0.73 -0.47 1.84
H 1.45 -1.44 0.88
O 1.58 -0.42 0.89
O -0.83 -1.86 -1.35
H 0.27 -0.08 -1.71

---

Record 16
11
Properties=species:S:1:pos:R:3 method="wB97M-V/def2-TZVPD" lumo_ha=0.26330 total_charge=-2 spin_multiplicity=1 homo_ev=1.09 e_above_lowest_kj_mol=210.0
C 0.05 -1.17 -0.03
H 0.25 -1.89 -0.89
O 2.69 -0.41 -0.53
O -1.25 -0.41 -0.51
H -0.16 -1.73 0.81
H -0.91 1.32 0.96
P -1.21 1.19 -0.35
O 0.66 1.10 -1.02
O 1.45 0.72 1.40
H -2.99 1.10 0.18
P 1.42 0.18 0.00

---

Record 17
10
Properties=species:S:1:pos:R:3 method="wB97M-V/def2-TZVPD" lumo_ha=0.02444 total_charge=0 spin_multiplicity=1 smiles=OC1(O[SiH3])OO1 homo_ev=-10.87 e_above_lowest_kj_mol=606.6
O 2.06 0.91 0.86
Si -0.98 0.04 -0.16
H -1.99 -0.90 0.35
O 1.82 1.13 -0.56
H -1.13 0.03 -1.57
H -1.11 1.43 0.22
O 2.57 -1.16 -0.17
C 1.66 -0.12 0.09
O 0.45 -0.64 0.28
H 2.98 -1.09 -1.01

---

Record 18
8
Properties=species:S:1:pos:R:3 method="wB97M-V/def2-TZVPD" lumo_ha=0.01976 total_charge=0 spin_multiplicity=1 smiles=COSS homo_ev=-9.26 e_above_lowest_kj_mol=81.9
H -0.17 0.41 -0.26
S 2.02 -1.02 0.32
S 2.84 0.79 -0.18
C -0.45 -0.68 -0.24
H -0.84 -1.02 0.75
H 2.13 1.62 0.81
H -1.36 -0.81 -0.91
O 0.77 -1.19 -0.69

---

Record 19
8
Properties=species:S:1:pos:R:3 method="wB97M-V/def2-TZVPD" lumo_ha=-0.00323 total_charge=0 spin_multiplicity=1 homo_ev=-9.40 e_above_lowest_kj_mol=145.6
H 1.59 0.67 -0.86
H 0.01 1.34 -1.19
S 0.56 -1.13 -1.38
C 0.58 0.47 -1.05
O -0.67 -1.61 -1.94
H -1.15 -0.55 1.39
S -0.82 0.65 2.01
H -0.10 0.16 3.02

---

Record 20
8
Properties=species:S:1:pos:R:3 method="wB97M-V/def2-TZVPD" lumo_ha=-0.06639 total_charge=0 spin_multiplicity=1 homo_ev=-8.79 e_above_lowest_kj_mol=374.7
H -2.06 1.25 -0.95
Si -1.83 0.45 0.20
H 1.25 -1.40 -1.00
O 3.49 -0.13 0.07
H -0.85 0.59 1.27
H -3.07 -0.46 0.34
S 2.11 0.30 0.40
C 0.96 -0.59 -0.32

---

Record 21
7
Properties=species:S:1:pos:R:3 method="wB97M-V/def2-TZVPD" lumo_ha=0.03057 total_charge=0 spin_multiplicity=1 smiles=SCS homo_ev=-9.09 e_above_lowest_kj_mol=53.2
S -0.79 -1.23 -0.84
C -0.27 0.41 -0.32
H 0.34 -1.89 -0.63
S -0.01 0.68 1.48
H -0.94 1.27 -0.52
H 0.55 0.81 -0.82
H 1.10 -0.05 1.64

---

Record 22
9
Properties=species:S:1:pos:R:3 method="wB97M-V/def2-TZVPD" lumo_ha="-0.03572 / -0.01765" total_charge=0 spin_multiplicity=1 homo_ev="-7.80 / -8.05" e_above_lowest_kj_mol=141.0
H 1.55 1.64 1.21
H -2.73 0.65 0.62
S -0.68 0.51 -0.96
H 0.00 -1.67 -1.56
S -1.49 1.11 0.83
C -0.37 -1.13 -0.72
S 2.03 1.21 0.01
H -0.65 -1.62 0.19
S 2.32 -0.71 0.36

---

Record 23
9
Properties=species:S:1:pos:R:3 method="wB97M-V/def2-TZVPD" lumo_ha=0.01902 total_charge=0 spin_multiplicity=1 smiles=CB(O)O homo_ev=-11.35 e_above_lowest_kj_mol=24.3
H 1.06 1.84 1.21
O -1.22 1.09 0.40
H -2.02 0.53 0.16
H 1.25 -1.13 -0.33
B 0.02 0.43 0.15
C 0.15 -0.98 -0.52
H 0.01 -1.01 -1.53
O 1.14 1.07 0.60
H -0.39 -1.83 -0.13

---

Record 24
9
Properties=species:S:1:pos:R:3 method="wB97M-V/def2-TZVPD" lumo_ha=0.01753 total_charge=0 spin_multiplicity=1 smiles=CB(O)O homo_ev=-11.19 e_above_lowest_kj_mol=18.8
H -0.15 1.74 0.72
B -0.24 -0.19 -0.31
H 1.27 0.64 0.86
H -0.28 0.27 1.74
O -1.59 -0.43 -0.57
O 0.74 -0.88 -1.02
H 1.71 -0.89 -0.92
C 0.19 0.73 0.86
H -1.66 -1.00 -1.37

---

Record 25
8
Properties=species:S:1:pos:R:3 method="wB97M-V/def2-TZVPD" lumo_ha=-0.15962 total_charge=+1 spin_multiplicity=1 homo_ev=-15.27 e_above_lowest_kj_mol=96.9
H 0.43 -0.96 -1.19
C 0.40 -0.65 -0.12
N -0.51 0.53 -0.02
H -0.61 1.22 -0.81
H -1.57 0.41 0.00
H -0.01 -1.50 0.88
Br 2.23 -0.02 0.40
H -0.36 0.97 0.85

---

Record 26
9
Properties=species:S:1:pos:R:3 method="wB97M-V/def2-TZVPD" lumo_ha="0.03925 / -0.15580" total_charge=0 spin_multiplicity=3 homo_ev="-6.58 / -9.26" s2=2.01 e_above_lowest_kj_mol=0.0
H -0.46 -1.06 1.78
H -1.03 1.43 -1.12
H 0.56 -1.13 0.34
N -0.66 0.48 0.64
Br 0.93 -2.92 -0.87
H 0.31 2.08 -0.19
C -0.17 1.14 -0.51
H 0.54 0.54 -1.09
N -0.03 -0.56 1.00

---

Record 27
9
Properties=species:S:1:pos:R:3 method="wB97M-V/def2-TZVPD" lumo_ha="-0.02259 / -0.00940" total_charge=0 spin_multiplicity=6 homo_ev="-7.95 / -9.58" s2=8.76
C -0.29 0.71 -0.66
H -1.25 0.24 -0.94
O 0.91 -0.11 -0.21
O -0.74 -1.51 0.92
H -0.01 1.21 -1.61
H -0.98 -1.02 1.71
H -0.52 1.48 0.10
Cr 2.67 0.14 0.12
H 0.19 -1.13 0.56

---

Record 28
9
Properties=species:S:1:pos:R:3 method="wB97M-V/def2-TZVPD" lumo_ha="-0.22204 / -0.23856" total_charge=+1 spin_multiplicity=1 homo_ev="-16.31 / -15.50" e_above_lowest_kj_mol=347.5
F 3.18 0.09 -0.22
C 0.35 0.71 0.19
O 2.33 -0.07 0.80
N -0.08 -0.55 -0.30
H 0.42 0.84 1.32
H -1.07 -0.63 -0.73
H -0.26 -1.19 0.52
H 0.30 1.59 -0.48
H 0.83 -0.99 -0.69

---

Record 29
11
Properties=species:S:1:pos:R:3 method="wB97M-V/def2-TZVPD" lumo_ha=-0.04832 total_charge=0 spin_multiplicity=1 homo_ev=-8.91 e_above_lowest_kj_mol=0.0
C -2.15 0.84 0.90
Si -0.70 1.78 0.14
H -0.73 3.12 -0.39
I 3.74 -2.07 -2.93
I 2.48 -4.94 -0.52
H -2.84 0.23 0.25
H -1.72 0.11 1.44
H 0.20 1.77 1.38
Si 3.61 -2.69 -0.52
H -2.55 1.66 1.53
I 0.65 0.19 -1.28

---

Record 30
9
Properties=species:S:1:pos:R:3 method="wB97M-V/def2-TZVPD" lumo_ha=-0.05224 total_charge=0 spin_multiplicity=1 homo_ev=-8.55 e_above_lowest_kj_mol=392.0
H -0.85 1.37 0.69
C -0.11 0.82 0.03
N -0.02 -2.23 -0.85
I 0.06 -1.31 -2.52
H 0.74 -2.19 -0.17
H -0.79 0.87 -0.90
H -0.84 -0.61 1.16
H 0.91 1.33 0.01
N 0.02 -0.38 0.68

---

Record 31
12
Properties=species:S:1:pos:R:3 method="wB97M-V/def2-TZVPD" lumo_ha="-0.37620 / -0.37621" total_charge=+2 spin_multiplicity=1 homo_ev="-18.77 / -18.77" e_above_lowest_kj_mol=0.0
I 2.44 0.83 2.17
C 1.18 0.05 -0.67
H -0.68 1.13 2.34
N 0.13 -0.49 -1.19
H 0.07 -0.60 -2.23
H -1.14 -0.28 0.36
H -1.58 -1.61 -0.73
N 0.70 0.59 1.03
O 2.30 0.23 -0.89
H -1.85 -0.01 -0.93
N -0.43 0.81 1.35
N -1.13 -0.64 -0.62

---

Record 32
9
Properties=species:S:1:pos:R:3 method="wB97M-V/def2-TZVPD" lumo_ha="-0.19132 / -0.25177" total_charge=+1 spin_multiplicity=1 homo_ev="-13.88 / -13.40" e_above_lowest_kj_mol=215.2
H 1.36 -1.14 0.59
H 0.72 2.25 -0.22
O 0.76 1.32 0.23
I -2.92 -0.06 0.05
H 0.02 0.34 -1.56
N 0.31 -0.85 0.31
C 0.22 0.34 -0.50
H -0.19 -0.61 1.26
H -0.28 -1.59 -0.16

---

Record 33
9
Properties=species:S:1:pos:R:3 method="wB97M-V/def2-TZVPD" lumo_ha="-0.16698 / -0.34795" total_charge=+1 spin_multiplicity=3 homo_ev="-11.17 / -15.23" s2=2.01 e_above_lowest_kj_mol=56.7
O -0.18 1.52 -0.12
C 0.96 -0.68 0.51
H -0.76 -1.54 -0.01
I 2.76 0.09 -0.05
N 0.23 -1.49 -0.21
H -0.39 1.72 0.84
H 0.66 -1.73 -1.09
H 0.53 -0.39 1.59
H -0.83 1.89 -0.69

---

Record 34
9
Properties=species:S:1:pos:R:3 method="wB97M-V/def2-TZVPD" lumo_ha=-0.02755 total_charge=0 spin_multiplicity=1 smiles="[H]/P=N/C.I" homo_ev=-9.01 e_above_lowest_kj_mol=295.2
H 1.14 2.46 -0.54
N 0.31 0.91 0.55
H -1.47 -2.36 0.14
H 1.55 0.67 -0.97
H -0.42 -0.22 2.28
C 0.81 1.40 -0.67
I -2.05 -3.69 -0.66
P 0.29 -0.62 1.03
H -0.16 1.44 -1.17

---

Record 35
9
Properties=species:S:1:pos:R:3 method="wB97M-V/def2-TZVPD" lumo_ha=-0.00603 total_charge=0 spin_multiplicity=1 smiles="[H]/P=N/C.I" homo_ev=-9.19 e_above_lowest_kj_mol=278.4
N -0.67 -0.72 -1.11
C -0.87 0.64 -0.61
H -1.11 0.68 0.44
P -0.49 -1.79 0.00
H -1.72 0.98 -1.07
H 2.53 1.51 1.74
H -0.03 1.31 -0.75
H -0.72 -2.78 -0.94
I 3.09 0.17 2.29

---

Record 36
9
Properties=species:S:1:pos:R:3 method="wB97M-V/def2-TZVPD" lumo_ha=-0.04252 total_charge=0 spin_multiplicity=1 homo_ev=-7.99 e_above_lowest_kj_mol=221.4
O -1.95 -0.15 -0.70
H -1.86 0.21 -1.63
H 0.62 1.70 0.00
I 2.37 -1.68 -1.56
C 0.59 0.78 0.68
H -0.94 -1.85 0.56
H 0.21 1.24 1.66
H 1.58 0.29 0.88
Si -0.62 -0.54 0.11

---

Record 37
9
Properties=species:S:1:pos:R:3 method="wB97M-V/def2-TZVPD" lumo_ha="-0.01436 / -0.09882" total_charge=0 spin_multiplicity=3 homo_ev="-6.79 / -9.35" s2=2.01 e_above_lowest_kj_mol=243.4
H -0.96 0.99 -0.58
C -0.17 1.16 0.14
H -0.29 1.94 0.84
I 2.32 1.45 2.46
H -1.28 -1.64 -2.42
H 1.16 -1.33 1.86
O -0.60 -1.61 -1.96
Si 0.69 -0.13 1.07
H -0.86 -0.83 -1.41

---

Record 38
9
Properties=species:S:1:pos:R:3 method="wB97M-V/def2-TZVPD" lumo_ha="-0.26189 / -0.26204" total_charge=+1 spin_multiplicity=1 homo_ev="-15.57 / -15.57" e_above_lowest_kj_mol=589.5
O -1.95 0.99 -0.37
H 1.34 -0.75 1.01
H -2.64 0.77 -0.88
C 0.29 0.48 -0.43
H 0.52 1.39 -1.02
H -0.87 -0.97 1.25
N 1.30 -0.21 0.16
H 2.22 0.02 -0.17
N -0.91 0.22 -0.13

---

Record 39
9
Properties=species:S:1:pos:R:3 method="wB97M-V/def2-TZVPD" lumo_ha=-0.23450 total_charge=+1 spin_multiplicity=1 homo_ev=-15.62 e_above_lowest_kj_mol=499.6
O 2.01 0.11 -0.11
H -0.06 0.85 -1.40
N -1.47 -0.22 -0.15
H -2.30 0.24 -0.47
H 2.48 0.67 0.49
N 0.72 0.07 0.20
H 0.49 -1.12 1.39
C -0.30 0.26 -0.59
H -1.57 -0.86 0.63

---

Record 40
10
Properties=species:S:1:pos:R:3 method="wB97M-V/def2-TZVPD" lumo_ha=0.01866 total_charge=0 spin_multiplicity=1 homo_ev=-8.78 e_above_lowest_kj_mol=322.1
H 0.92 -0.64 -1.03
P 2.24 0.17 0.43
N 1.04 0.30 -0.89
H 1.70 1.19 1.27
H 1.64 0.90 -1.96
N -0.89 0.03 0.48
H -0.65 0.45 1.35
O -1.37 -1.75 -0.84
H 1.50 -0.72 1.11
C -1.11 -1.03 0.01

---

Number 1: energy -15472.18962 eV. Number 2: energy -11875.38465 eV. Number 3: energy -11879.04405 eV. Number 4: energy -13426.72908 eV. Number 5: energy -13426.79418 eV. Number 6: energy -9606.86588 eV. Number 7: energy -5192.98487 eV. Number 8: energy -14486.60228 eV. Number 9: energy -14486.19172 eV. Number 10: energy -25321.37517 eV. Number 11: energy -25322.42883 eV. Number 12: energy -16028.01820 eV. Number 13: energy -7242.73663 eV. Number 14: energy -7243.57200 eV. Number 15: energy -18581.80904 eV. Number 16: energy -27869.26049 eV. Number 17: energy -17166.39072 eV. Number 18: energy -24818.42602 eV. Number 19: energy -24817.76566 eV. Number 20: energy -21856.47701 eV. Number 21: energy -22771.73714 eV. Number 22: energy -44440.85071 eV. Number 23: energy -5892.11549 eV. Number 24: energy -5892.17220 eV. Number 25: energy -72641.92468 eV. Number 26: energy -74137.07775 eV. Number 27: energy -33631.38982 eV. Number 28: energy -7358.32187 eV. Number 29: energy -41176.55233 eV. Number 30: energy -12193.51781 eV. Number 31: energy -17203.64377 eV. Number 32: energy -12746.59518 eV. Number 33: energy -12744.28881 eV. Number 34: energy -19995.36820 eV. Number 35: energy -19995.54204 eV. Number 36: energy -19143.68878 eV. Number 37: energy -19138.58380 eV. Number 38: energy -6132.97207 eV. Number 39: energy -6133.90327 eV. Number 40: energy -15431.35589 eV.